Entry 1:
{
  "formula": "C4H3NO4",
  "method": "ωB97M-V/def2-TZVPD",
  "homo_lumo_gap_ha": 0.183,
  "mol_weight_da": 129.07,
  "energy_ev": -13873.6579,
  "total_charge": -2,
  "max_force_ev_per_a": 3.91,
  "symbols": ["C", "C", "C", "C", "N", "O", "O", "O", "O", "H", "H", "H"],
  "xyz": [[0.53, 1.04, 0.46], [2.70, 0.68, 0.49], [0.44, -1.06, -0.77], [-1.64, 0.10, -0.06], [-0.24, 0.10, -0.25], [-0.12, 1.93, 1.09], [2.98, -0.06, 1.37], [-0.22, -2.10, -0.72], [1.48, -0.84, -1.32], [-1.87, 1.13, 0.07], [-2.06, -0.29, -1.09], [-1.99, -0.62, 0.75]]
}

---

Entry 2:
{
  "formula": "C18H28LaN2OSi",
  "method": "ωB97M-V/def2-TZVPD",
  "homo_lumo_gap_ha": 0.227,
  "mol_weight_da": 455.43,
  "energy_ev": -32855.0142,
  "total_charge": 3,
  "max_force_ev_per_a": 4.93,
  "symbols": ["C", "C", "O", "C", "C", "C", "C", "C", "C", "C", "Si", "C", "C", "C", "C", "C", "C", "N", "C", "C", "N", "C", "H", "H", "H", "H", "H", "H", "H", "H", "H", "H", "H", "H", "H", "H", "H", "H", "H", "H", "H", "H", "H", "H", "H", "H", "H", "H", "H", "H", "La"],
  "xyz": [[-2.53, -4.04, -1.80], [-1.61, -4.77, -0.84], [-0.75, -3.82, -0.11], [0.40, -3.39, -0.73], [0.50, -1.86, -0.56], [1.84, -1.28, -1.08], [1.87, 0.24, -1.14], [1.96, 0.95, 0.20], [0.71, 1.16, 1.01], [-0.28, 2.01, 0.57], [-0.31, 3.00, -1.10], [1.39, 3.64, -1.56], [-1.49, 4.42, -0.86], [-1.00, 1.84, -2.42], [-1.43, 2.22, 1.40], [-1.60, 1.66, 2.62], [-0.59, 0.83, 3.11], [-0.72, 0.26, 4.31], [0.25, -0.51, 4.78], [1.38, -0.78, 4.01], [1.56, -0.24, 2.79], [0.58, 0.58, 2.29], [-2.85, -3.10, -1.37], [-3.42, -4.64, -1.96], [-2.07, -3.86, -2.77], [-2.14, -5.31, -0.07], [-0.95, -5.48, -1.35], [1.28, -3.91, -0.24], [0.51, -3.63, -1.79], [0.39, -1.59, 0.50], [-0.31, -1.36, -1.09], [1.95, -1.72, -2.07], [2.77, -1.59, -0.55], [2.75, 0.52, -1.71], [1.01, 0.59, -1.72], [2.75, 0.46, 0.80], [2.37, 1.94, -0.01], [1.25, 4.50, -2.20], [1.98, 2.91, -2.12], [1.97, 3.94, -0.69], [-1.33, 5.14, -1.66], [-2.52, 4.07, -0.92], [-1.35, 4.93, 0.09], [-0.41, 1.93, -3.33], [-1.02, 0.78, -2.13], [-2.03, 2.12, -2.64], [-2.19, 2.89, 1.04], [-2.47, 1.85, 3.23], [0.14, -0.92, 5.77], [2.18, -1.41, 4.42], [1.66, -2.20, 1.64]]
}

---

Entry 3:
{
  "formula": "C20H37FO6",
  "method": "ωB97M-V/def2-TZVPD",
  "smiles": "C=C[C@H](F)OC(=O)CCCCO.C1CCOC1.C1CCOC1.C1CCOC1",
  "homo_lumo_gap_ha": 0.354,
  "mol_weight_da": 392.51,
  "energy_ev": -36338.9067,
  "de_lowest_ev": 2.474,
  "total_charge": 0,
  "max_force_ev_per_a": 4.34,
  "symbols": ["C", "C", "C", "F", "O", "C", "O", "C", "C", "C", "C", "O", "H", "H", "H", "H", "H", "H", "H", "H", "H", "H", "H", "H", "H", "C", "C", "C", "O", "C", "H", "H", "H", "H", "H", "H", "H", "H", "C", "C", "C", "O", "C", "H", "H", "H", "H", "H", "H", "H", "H", "C", "C", "C", "O", "C", "H", "H", "H", "H", "H", "H", "H", "H"],
  "xyz": [[1.33, 0.79, 0.98], [1.10, 0.54, -0.29], [0.88, -0.90, -0.71], [0.07, -0.92, -1.82], [0.41, -1.72, 0.34], [-0.85, -2.23, 0.14], [-1.05, -3.13, -0.55], [-2.05, -1.64, 0.86], [-3.10, -1.19, -0.19], [-4.22, -0.37, 0.45], [-4.96, 0.52, -0.59], [-4.81, 0.06, -1.92], [2.09, 1.50, 1.29], [0.75, 0.22, 1.70], [1.10, 1.32, -1.05], [1.87, -1.28, -0.99], [-1.78, -0.83, 1.55], [-2.51, -2.42, 1.48], [-3.51, -2.10, -0.65], [-2.55, -0.64, -0.96], [-3.84, 0.31, 1.23], [-4.90, -1.08, 0.94], [-4.60, 1.55, -0.58], [-6.02, 0.56, -0.29], [-5.19, -0.83, -1.99], [-1.72, 4.90, -2.23], [-0.30, 5.18, -2.71], [0.53, 4.48, -1.64], [-0.25, 3.37, -1.18], [-1.59, 3.49, -1.67], [-2.47, 4.98, -3.02], [-1.98, 5.60, -1.43], [-0.13, 4.71, -3.68], [-0.06, 6.24, -2.80], [0.72, 5.14, -0.79], [1.49, 4.11, -2.02], [-1.73, 2.74, -2.46], [-2.29, 3.29, -0.87], [-0.50, -5.81, 3.20], [-1.25, -5.76, 4.52], [-0.61, -4.55, 5.20], [-0.22, -3.66, 4.15], [-0.31, -4.34, 2.89], [-1.03, -6.35, 2.42], [0.48, -6.29, 3.34], [-2.31, -5.57, 4.34], [-1.16, -6.67, 5.12], [0.29, -4.84, 5.75], [-1.29, -4.04, 5.88], [-1.18, -3.93, 2.35], [0.58, -4.14, 2.30], [5.72, 1.21, -2.41], [5.73, 2.07, -1.15], [4.33, 2.68, -1.19], [3.48, 1.71, -1.83], [4.29, 0.69, -2.42], [6.46, 0.40, -2.39], [5.91, 1.82, -3.29], [5.84, 1.44, -0.27], [6.51, 2.82, -1.14], [4.31, 3.59, -1.79], [3.94, 2.90, -0.19], [4.19, -0.22, -1.82], [3.93, 0.49, -3.43]]
}

---

Entry 4:
{
  "formula": "C6H9BrO2",
  "method": "ωB97M-V/def2-TZVPD",
  "homo_lumo_gap_ha": 0.402,
  "mol_weight_da": 193.04,
  "energy_ev": -80504.3307,
  "de_lowest_ev": 0.338,
  "total_charge": 0,
  "max_force_ev_per_a": 3.16,
  "symbols": ["C", "C", "C", "C", "C", "C", "O", "O", "Br", "H", "H", "H", "H", "H", "H", "H", "H", "H"],
  "xyz": [[-0.87, 1.18, 0.97], [-0.12, 1.27, -0.93], [-0.77, 0.13, -0.07], [1.23, 1.14, -1.57], [-0.27, -1.97, 1.32], [0.22, -0.91, 0.33], [-1.29, 1.24, 2.08], [-0.19, 2.11, 0.27], [-2.45, -0.68, -0.55], [-0.79, 1.72, -1.83], [2.01, 0.73, -0.96], [1.73, 2.06, -1.69], [1.09, 0.66, -2.53], [-0.69, -1.47, 2.35], [0.48, -2.78, 1.65], [-1.12, -2.50, 0.87], [0.67, -1.45, -0.49], [1.12, -0.47, 0.81]]
}

---

Entry 5:
{
  "formula": "C3H6N2",
  "method": "ωB97M-V/def2-TZVPD",
  "smiles": "[H]/N=C\\NC=C",
  "homo_lumo_gap_ha": 0.362,
  "mol_weight_da": 70.09,
  "energy_ev": -6187.1138,
  "de_lowest_ev": 1.431,
  "total_charge": 0,
  "max_force_ev_per_a": 2.56,
  "symbols": ["H", "N", "C", "N", "C", "C", "H", "H", "H", "H", "H"],
  "xyz": [[-2.66, -1.16, 0.05], [-2.74, -0.13, -0.08], [-1.56, 0.41, -0.04], [-0.33, -0.16, 0.27], [0.97, 0.46, 0.16], [2.10, -0.20, -0.09], [-1.55, 1.53, -0.28], [-0.31, -1.19, 0.44], [0.93, 1.57, 0.28], [3.10, 0.22, -0.35], [2.05, -1.35, -0.35]]
}

---

Entry 6:
{
  "formula": "C2H46NO21",
  "method": "ωB97M-V/def2-TZVPD",
  "homo_lumo_gap_ha": 0.281,
  "mol_weight_da": 420.38,
  "energy_ev": -47310.2253,
  "total_charge": -1,
  "max_force_ev_per_a": 2.85,
  "symbols": ["N", "H", "H", "H", "H", "O", "C", "C", "O", "H", "H", "H", "H", "O", "H", "H", "O", "H", "H", "O", "H", "H", "O", "H", "H", "O", "H", "H", "O", "H", "H", "O", "H", "H", "O", "H", "H", "O", "H", "H", "O", "H", "H", "O", "H", "H", "O", "H", "H", "O", "H", "H", "O", "H", "H", "O", "H", "H", "O", "H", "H", "O", "H", "H", "O", "H", "H", "O", "H", "H"],
  "xyz": [[-0.24, -3.90, -0.83], [-0.18, -3.06, -0.24], [0.40, -3.88, -1.59], [-1.18, -4.01, -1.22], [0.07, -4.64, -0.23], [1.08, 0.94, 1.54], [0.62, 0.75, 0.24], [-0.38, -0.37, 0.15], [-0.84, -0.61, -1.12], [1.42, 0.56, -0.45], [0.23, 1.65, -0.11], [-1.38, -0.23, 0.73], [0.03, -1.22, 0.65], [-4.31, 0.72, 1.70], [-4.16, 1.04, 0.81], [-3.90, -0.16, 1.68], [-2.59, 1.21, -0.93], [-1.78, 0.63, -0.83], [-2.33, 1.99, -0.46], [-1.63, 3.17, 0.87], [-2.50, 3.39, 1.20], [-1.28, 2.59, 1.55], [2.41, 2.74, -2.17], [2.48, 3.22, -3.02], [3.03, 3.14, -1.59], [3.37, 0.29, -2.13], [2.95, 1.09, -1.92], [2.68, -0.34, -2.11], [-0.60, -2.78, -3.74], [-1.41, -2.32, -3.56], [0.10, -2.26, -3.29], [1.98, 3.52, 1.18], [1.50, 2.69, 1.12], [2.82, 3.24, 0.82], [2.24, 2.63, 3.85], [2.81, 3.11, 3.29], [1.93, 1.95, 3.25], [-0.55, 4.56, -1.73], [0.22, 4.85, -1.22], [-0.91, 3.92, -1.09], [-0.77, -2.99, 2.35], [-0.59, -3.04, 3.27], [-0.11, -2.38, 2.12], [-0.07, 1.61, -2.82], [-0.09, 0.84, -2.27], [0.52, 2.26, -2.37], [1.51, -1.48, 2.68], [1.23, -0.58, 2.29], [2.24, -1.78, 2.15], [1.33, -1.53, -2.25], [1.80, -1.97, -1.51], [0.64, -1.03, -1.77], [3.47, -0.11, 0.80], [3.81, -0.18, 1.74], [2.64, 0.37, 0.91], [-0.84, 1.61, 2.98], [-1.31, 0.81, 3.30], [-0.09, 1.35, 2.37], [-2.92, -2.30, -0.81], [-2.24, -1.59, -0.83], [-3.37, -2.24, 0.06], [-2.34, -0.77, -3.30], [-1.88, -0.55, -2.52], [-3.26, -0.76, -3.12], [-3.33, -1.62, 2.10], [-2.47, -2.01, 1.89], [-3.56, -1.98, 2.98], [2.59, -2.56, -0.21], [2.41, -3.30, 0.38], [2.78, -1.87, 0.38]]
}